{
  "formula": "C4H9N2",
  "method": "ωB97M-V/def2-TZVPD",
  "energy_ev": -7257.9738,
  "spin_multiplicity": 3,
  "homo_energy_ha": [-0.4583, -0.5699],
  "charge": 1,
  "relative_energy_kcal_mol": 126.51,
  "max_force_ha_per_bohr": 0.129,
  "homo_lumo_gap_ev": [9.10, 6.17],
  "elements": ["C", "C", "C", "C", "N", "N", "H", "H", "H", "H", "H", "H", "H", "H", "H"],
  "coordinates": [[0.0604, -0.5045, -1.1222], [-0.8036, -0.6161, 0.2123], [2.6258, -0.4539, -0.4909], [-1.8396, 0.4325, 1.5098], [0.7058, -1.8164, -1.0830], [1.4129, -0.8162, -0.8990], [-0.2291, 0.0103, -2.0145], [-0.0712, -1.1687, 1.0121], [-2.6925, 0.9279, 0.9719], [-1.5878, -1.2152, -0.0322], [2.6023, -0.2020, 0.5619], [2.9300, 0.4972, -0.9444], [3.3715, -1.2857, -0.5985], [-1.0973, 1.2003, 1.7686], [-1.9754, -0.1519, 2.4317]],
  "forces_ev_per_angstrom": [[-1.80, 1.93, 3.29], [4.50, -0.43, 1.27], [4.39, 1.06, 1.17], [0.93, 1.85, -0.64], [-2.52, -6.07, -0.92], [-0.54, 3.17, -0.71], [-0.20, 0.22, -0.34], [-1.96, 1.49, -1.81], [0.73, -1.21, 0.44], [-2.78, -1.69, -0.42], [0.00, -0.01, 0.77], [0.26, -0.39, -0.33], [-0.68, 0.87, -0.30], [-0.01, -0.23, -0.42], [-0.31, -0.55, -1.06]]
}


{
  "formula": "C4H9N2",
  "method": "ωB97M-V/def2-TZVPD",
  "energy_ev": -7262.1159,
  "spin_multiplicity": 3,
  "homo_energy_ha": [-0.3961, -0.5533],
  "charge": 1,
  "relative_energy_kcal_mol": 30.99,
  "max_force_ha_per_bohr": 0.197,
  "homo_lumo_gap_ev": [7.18, 7.74],
  "elements": ["C", "C", "C", "C", "N", "N", "H", "H", "H", "H", "H", "H", "H", "H", "H"],
  "coordinates": [[0.7587, -0.3658, -0.4936], [0.8306, -1.0993, 1.7722], [0.1361, -0.4381, 0.8437], [-1.1967, 0.1965, 1.0609], [1.7900, -0.8427, -0.8666], [-0.0618, 0.5753, -1.9753], [1.7878, -1.5447, 1.5751], [0.4281, -1.2072, 2.7652], [-1.1151, 1.2828, 1.0391], [-1.5917, -0.0916, 2.0280], [-1.9084, -0.1141, 0.2985], [2.3272, -0.8693, -1.7107], [0.1941, 0.0727, -2.8189], [0.3306, 1.5132, -1.9761], [-1.0740, 0.6310, -1.8866]],
  "forces_ev_per_angstrom": [[-3.15, 1.07, 2.23], [3.55, -3.52, 5.31], [-3.49, 4.39, -8.41], [0.44, -0.45, 0.26], [3.10, -1.56, -0.64], [-0.36, -0.23, 1.71], [0.10, -0.03, -0.08], [-0.04, 0.00, 0.11], [-0.01, 0.20, -0.01], [-0.09, 0.02, 0.13], [-0.08, 0.04, -0.12], [0.00, 0.07, -0.17], [-0.01, -0.03, 0.05], [-0.03, -0.05, -0.11], [0.07, 0.07, -0.24]]
}